Entry 1:
4 unconnected molecules or ions with the total composition C30H64F4N6O2P, computed with ωB97M-V/def2-TZVPD.

Computed properties:
Kohn-Sham gap: 0.1825 Eh

```
! RIJCOSX wB97M-V def2-TZVPD def2/J DEFGRID3
* xyz 1 1
C 2.550 -4.795 1.883
O 2.083 -3.546 1.376
C 1.419 -3.617 0.137
C -0.077 -3.712 0.297
C -0.755 -4.607 -0.538
N -2.062 -4.742 -0.459
P -2.864 -5.955 -1.643
N -4.014 -4.927 -2.353
O -3.718 -6.853 -0.621
N -2.817 -4.108 0.419
C -2.231 -3.269 1.252
C -3.149 -2.638 2.276
C -4.351 -3.524 2.601
C -5.557 -3.341 1.692
F -6.670 -3.173 2.426
F -5.450 -2.290 0.877
F -5.795 -4.429 0.927
C -0.830 -2.979 1.212
C -0.240 -1.929 2.116
C 0.516 -0.812 1.386
C -0.270 -0.159 0.280
F -0.341 -0.988 -0.836
H 3.626 -4.863 1.749
H 2.058 -5.644 1.415
H 2.360 -4.813 2.953
H 1.675 -2.724 -0.429
H 1.790 -4.468 -0.434
H -0.208 -5.183 -1.269
H -4.961 -5.166 -2.054
H -3.884 -3.964 -2.050
H -4.439 -6.357 -0.198
H -2.577 -2.545 3.191
H -3.448 -1.646 1.951
H -4.064 -4.570 2.565
H -4.710 -3.352 3.609
H -1.041 -1.441 2.656
H 0.406 -2.397 2.852
H 1.483 -1.126 1.008
H 0.723 -0.034 2.120
H -1.275 0.131 0.584
H 0.236 0.754 -0.029
C 2.991 2.254 0.772
C 2.597 3.250 1.851
N 2.939 2.803 3.188
C 2.328 3.605 4.236
C 2.741 5.076 4.355
C 4.335 2.448 3.391
C 5.392 3.519 3.097
H 2.566 1.270 0.981
H 2.616 2.589 -0.197
H 4.072 2.146 0.678
H 1.511 3.384 1.817
H 3.034 4.230 1.601
H 2.504 3.107 5.193
H 1.244 3.566 4.084
H 3.736 5.188 4.783
H 2.047 5.598 5.017
H 2.720 5.589 3.393
H 4.554 1.575 2.770
H 4.451 2.094 4.417
H 5.192 4.047 2.164
H 6.374 3.051 3.002
H 5.466 4.254 3.896
C 9.038 7.251 -2.647
C 7.934 7.231 -1.602
N 7.829 5.962 -0.904
C 6.617 5.836 -0.117
C 6.422 6.780 1.076
C 9.048 5.489 -0.272
C 9.716 6.392 0.774
H 8.918 6.430 -3.355
H 9.000 8.188 -3.203
H 10.030 7.180 -2.200
H 6.981 7.408 -2.108
H 8.082 8.080 -0.916
H 6.544 4.802 0.233
H 5.772 5.970 -0.800
H 7.053 6.506 1.920
H 5.386 6.724 1.420
H 6.621 7.820 0.817
H 9.778 5.286 -1.060
H 8.841 4.512 0.173
H 9.761 7.432 0.450
H 10.743 6.060 0.942
H 9.208 6.355 1.737
C -7.582 -3.082 -2.029
C -8.524 -2.757 -3.177
N -8.160 -3.422 -4.414
C -8.870 -2.907 -5.575
C -10.389 -3.095 -5.636
C -8.034 -4.866 -4.338
C -9.248 -5.676 -3.863
H -6.546 -2.862 -2.300
H -7.834 -2.480 -1.156
H -7.649 -4.130 -1.729
H -8.484 -1.680 -3.356
H -9.554 -2.980 -2.860
H -8.420 -3.343 -6.470
H -8.654 -1.836 -5.635
H -10.666 -4.123 -5.866
H -10.802 -2.469 -6.429
H -10.879 -2.805 -4.706
H -7.193 -5.096 -3.675
H -7.718 -5.229 -5.318
H -9.725 -5.228 -2.990
H -8.931 -6.682 -3.580
H -9.999 -5.786 -4.643
*
```

=====

Entry 2:
11 unconnected molecules or ions with the total composition C30H64N10O8, computed with ωB97M-V/def2-TZVPD.

Computed properties:
SMILES string: CN(C)C=O.CN(C)C=O.CN(C)C=O.CN(C)C=O.CN(C)C=O.CN(C)C=O.CN(C)C=O.CC(C)=O.CC#N.CC#N.CC#N
Kohn-Sham gap: 0.3399 Eh

```
! RIJCOSX wB97M-V def2-TZVPD def2/J DEFGRID3
* xyz 0 1
C 10.623 8.424 -0.872
N 10.600 7.087 -1.406
C 9.608 6.853 -2.517
C 11.421 6.156 -0.915
O 11.330 5.008 -1.267
H 11.632 8.593 -0.496
H 9.809 8.553 -0.158
H 10.412 9.138 -1.667
H 9.631 5.818 -2.857
H 8.635 7.018 -2.055
H 9.775 7.636 -3.258
H 12.091 6.556 -0.139
C 6.156 15.290 10.944
N 6.810 14.041 11.129
C 7.002 13.586 12.532
C 7.076 13.243 10.132
O 7.518 12.136 10.232
H 6.561 16.102 11.547
H 5.118 15.064 11.191
H 6.164 15.696 9.933
H 6.123 13.437 13.160
H 7.704 12.757 12.620
H 7.583 14.344 13.057
H 6.895 13.731 9.162
C 0.604 15.044 -0.576
N 0.644 15.394 0.847
C 0.428 14.286 1.798
C 0.891 16.649 1.326
O 1.155 17.602 0.554
H 1.099 15.721 -1.273
H -0.432 15.069 -0.913
H 1.074 14.070 -0.713
H -0.555 13.878 1.565
H 1.107 13.447 1.646
H 0.507 14.746 2.784
H 0.978 16.741 2.419
C 6.470 21.564 -1.479
N 7.460 20.513 -1.502
C 8.879 20.860 -1.241
C 7.199 19.370 -2.156
O 8.065 18.533 -2.437
H 5.484 21.239 -1.809
H 6.829 22.332 -2.164
H 6.419 22.066 -0.513
H 9.139 21.199 -0.239
H 9.519 19.987 -1.371
H 9.272 21.588 -1.952
H 6.147 19.283 -2.466
C 10.344 20.626 12.051
N 10.112 20.217 10.655
C 8.959 20.753 10.014
C 10.957 19.391 9.999
O 11.003 19.031 8.819
H 11.342 20.384 12.416
H 9.676 20.201 12.801
H 10.192 21.697 12.181
H 8.033 20.697 10.587
H 9.176 21.811 9.864
H 8.715 20.260 9.073
H 11.759 19.165 10.717
C 8.973 11.216 -7.680
N 7.664 10.762 -7.301
C 7.019 9.652 -7.968
C 7.193 11.269 -6.128
O 6.216 10.888 -5.486
H 9.234 12.188 -7.263
H 8.971 11.313 -8.765
H 9.719 10.428 -7.574
H 5.935 9.625 -7.859
H 7.150 9.740 -9.046
H 7.530 8.718 -7.731
H 7.822 12.095 -5.762
C -0.010 13.284 8.933
N -1.304 13.983 9.060
C -2.324 13.320 9.774
C -1.532 15.251 8.625
O -0.602 15.981 8.239
H 0.681 13.254 9.776
H 0.519 13.845 8.162
H -0.079 12.252 8.587
H -3.314 13.775 9.783
H -2.455 12.329 9.340
H -1.872 13.297 10.765
H -2.564 15.549 8.867
C 7.762 16.630 3.188
C 6.861 15.407 3.002
C 7.039 14.422 1.866
O 5.920 15.237 3.797
H 7.074 17.456 3.011
H 8.576 16.695 2.465
H 8.095 16.595 4.225
H 7.933 14.638 1.282
H 6.295 14.449 1.070
H 7.056 13.401 2.247
C 5.321 7.325 5.708
C 5.791 6.096 6.423
N 6.209 5.161 6.929
H 5.641 7.252 4.668
H 5.691 8.272 6.100
H 4.234 7.266 5.672
C 14.942 16.768 3.789
C 14.056 15.876 3.062
N 13.357 15.156 2.468
H 14.600 17.795 3.660
H 15.907 16.718 3.285
H 14.996 16.487 4.841
C 4.602 23.064 4.768
C 5.702 23.981 4.404
N 6.598 24.718 4.022
H 4.790 22.515 5.691
H 4.448 22.375 3.938
H 3.613 23.498 4.918
*
```

=====

Entry 3:
4 unconnected molecules or ions with the total composition C30H64N3O5, computed with ωB97M-V/def2-TZVPD.

Computed properties:
Energy above the lowest of the compared OMol25 structures with the same formula, charge and spin: 11.3 kcal per mole
Kohn-Sham gap: 0.2759 Eh

```
! RIJCOSX wB97M-V def2-TZVPD def2/J DEFGRID3
* xyz -1 1
C -2.378 -0.320 0.205
C -3.104 1.009 -0.003
C -3.874 1.243 -1.294
C -3.091 1.986 0.892
C -2.411 1.928 2.254
C -1.679 3.277 2.452
C -0.344 3.190 3.203
C 0.349 4.573 3.234
C 0.580 2.043 2.738
C 0.674 1.882 1.224
O 1.848 2.498 0.630
C 1.378 3.410 -0.287
O 1.233 4.557 0.047
O 1.131 3.007 -1.554
C -0.289 2.859 -1.832
O -0.605 1.891 -2.548
O -1.084 3.656 -1.352
H -2.881 -1.075 -0.403
H -2.420 -0.585 1.261
H -1.348 -0.168 -0.133
H -3.598 2.192 -1.761
H -4.959 1.257 -1.145
H -3.595 0.443 -1.989
H -3.600 2.923 0.669
H -3.173 1.832 3.040
H -1.755 1.059 2.283
H -2.313 4.010 2.966
H -1.474 3.698 1.457
H -0.584 2.983 4.261
H -0.232 5.172 3.953
H 0.271 5.099 2.281
H 1.362 4.522 3.637
H 0.298 1.116 3.247
H 1.589 2.281 3.102
H -0.215 2.226 0.683
H 0.753 0.807 1.018
C 1.202 -0.389 -1.687
C 2.281 -1.437 -1.914
N 2.230 -2.540 -0.966
C 3.411 -3.383 -0.998
C 3.699 -4.170 -2.283
C 0.961 -3.238 -0.877
C 0.394 -3.865 -2.158
H 1.230 -0.018 -0.664
H 1.354 0.456 -2.352
H 0.203 -0.779 -1.888
H 3.250 -0.939 -1.811
H 2.219 -1.787 -2.957
H 3.371 -4.083 -0.157
H 4.277 -2.746 -0.793
H 3.029 -5.022 -2.397
H 4.717 -4.569 -2.247
H 3.627 -3.547 -3.175
H 0.216 -2.538 -0.489
H 1.034 -4.011 -0.105
H 0.461 -3.192 -3.013
H -0.663 -4.100 -2.012
H 0.894 -4.800 -2.411
C 1.347 -1.112 -5.825
C 0.540 -0.842 -7.089
N -0.799 -0.362 -6.817
C -1.663 -0.376 -7.983
C -1.302 0.539 -9.160
C -0.887 0.829 -5.978
C -0.164 2.093 -6.449
H 0.815 -1.794 -5.160
H 2.302 -1.573 -6.088
H 1.568 -0.196 -5.277
H 0.464 -1.786 -7.638
H 1.108 -0.151 -7.732
H -2.686 -0.157 -7.666
H -1.698 -1.407 -8.356
H -1.527 1.582 -8.945
H -1.894 0.259 -10.035
H -0.251 0.458 -9.440
H -0.505 0.576 -4.987
H -1.939 1.067 -5.805
H 0.848 1.887 -6.805
H -0.080 2.790 -5.613
H -0.711 2.608 -7.239
C 0.094 1.273 7.246
C -0.571 -0.061 6.944
N 0.336 -1.041 6.375
C -0.343 -2.200 5.822
C -1.120 -3.107 6.784
C 1.532 -1.322 7.148
C 1.357 -1.823 8.588
H 0.589 1.671 6.358
H -0.657 1.997 7.565
H 0.830 1.195 8.048
H -1.370 0.128 6.222
H -1.059 -0.430 7.860
H 0.383 -2.806 5.273
H -1.042 -1.841 5.059
H -0.455 -3.724 7.387
H -1.753 -3.788 6.211
H -1.773 -2.542 7.451
H 2.136 -0.411 7.181
H 2.150 -2.035 6.597
H 0.610 -1.251 9.140
H 2.303 -1.724 9.126
H 1.082 -2.876 8.622
*
```

=====

In hartree, the E_LUMO values for the records above are, in order, -0.1574 0.0073 0.0882.